Below is a 2-piece molecular cluster, C22H44B3ClF5N2O7 overall at a distorted geometry, with properties calculated with ωB97M-V/def2-TZVPD.

```
84
Properties=species:S:1:pos:R:3:forces:R:3
C -4.036 0.050 0.254 0.40 -0.76 -0.47
C -3.724 -1.007 -0.834 -0.82 0.10 0.03
C -3.173 -0.423 -2.146 0.50 -0.17 0.54
C -1.998 0.586 -1.957 -0.45 -0.51 -1.12
C -0.695 0.154 -2.680 -0.32 0.10 1.48
C 0.583 0.134 -1.790 1.05 -0.10 -2.20
C 0.617 -1.247 -1.005 0.23 0.96 0.47
F -0.617 -1.777 -0.773 -0.69 0.34 0.44
F 1.213 -2.152 -1.765 0.47 -0.64 -0.57
C 1.364 -1.317 0.354 -0.46 -1.76 -0.41
F 2.495 -0.678 0.397 0.91 1.08 -0.08
F 0.601 -0.989 1.382 -0.65 0.90 0.70
F 1.670 -2.607 0.574 0.13 -0.75 0.07
O 1.563 -0.048 -2.782 0.15 -0.16 0.31
B 2.869 0.654 -2.512 -1.10 -0.48 -1.16
C 3.159 1.419 -4.000 -1.09 -0.01 -0.20
C 3.981 0.655 -4.976 -3.03 0.37 1.40
O 5.033 0.957 -5.319 4.25 0.80 -1.40
Cl 3.309 -0.857 -5.745 -0.56 -0.10 0.19
B 4.250 -0.301 -2.268 -0.04 -0.05 0.59
O 5.403 0.336 -1.713 -0.21 -0.93 0.51
O 4.302 -1.666 -2.558 0.11 0.64 0.65
C 4.910 -2.440 -1.532 0.85 -0.90 -0.79
C 6.452 -2.543 -1.667 -0.21 -0.12 0.74
O 2.456 1.540 -1.402 0.91 0.03 1.63
C 1.087 1.490 -1.129 -1.04 0.77 -1.94
N 0.688 1.728 0.267 0.98 -0.16 -0.12
C 1.720 2.135 1.193 -0.14 0.67 1.65
C 1.875 3.682 1.336 0.30 -0.26 -1.53
C 3.051 4.193 0.480 0.58 0.12 0.38
C 4.436 3.734 1.015 -0.09 0.00 -0.85
B 0.569 2.864 -1.874 -1.39 -0.14 0.00
C -0.817 3.572 -1.470 0.26 -0.44 0.21
O 1.309 3.523 -2.845 0.41 -0.10 0.58
H -4.713 -0.393 0.989 0.06 0.24 0.06
H -3.098 0.301 0.755 -0.27 0.35 0.09
H -4.496 0.932 -0.200 0.08 0.03 0.22
H -3.089 -1.786 -0.401 0.12 0.16 -0.18
H -4.681 -1.493 -1.079 0.20 -0.10 0.00
H -2.805 -1.234 -2.784 -0.20 -0.03 0.10
H -4.019 0.023 -2.681 0.19 0.18 0.06
H -2.335 1.514 -2.425 0.17 0.14 0.43
H -1.803 0.768 -0.899 -0.09 0.05 -0.09
H -0.773 -0.869 -3.058 -0.10 0.14 -0.11
H -0.468 0.786 -3.540 0.08 0.06 0.18
H 3.583 2.414 -3.845 0.42 -0.26 -0.18
H 2.169 1.571 -4.448 0.06 -0.15 0.15
H 5.185 0.470 -0.777 0.15 0.48 -0.29
H 4.607 -2.115 -0.530 0.08 0.17 -0.17
H 4.537 -3.462 -1.668 -0.28 0.22 0.17
H 6.863 -1.734 -2.267 -0.08 -0.06 0.04
H 6.752 -3.517 -2.065 -0.08 0.19 -0.25
H 6.893 -2.498 -0.662 0.07 0.16 -0.19
H 0.016 1.075 0.636 0.30 -0.09 0.00
H 2.717 1.720 1.021 -0.29 -0.25 -0.36
H 1.421 1.788 2.193 -0.02 -0.20 -0.23
H 0.970 4.114 0.894 -0.12 0.09 0.57
H 2.015 3.991 2.375 -0.15 -0.01 -0.06
H 3.046 5.289 0.411 -0.10 -0.10 0.13
H 2.984 3.832 -0.551 -0.30 -0.16 0.18
H 5.005 4.543 1.481 -0.19 -0.15 0.24
H 5.029 3.398 0.156 0.08 0.00 0.21
H 4.353 2.870 1.679 0.04 0.23 0.13
H -0.633 4.495 -0.902 -0.03 0.06 -0.32
H -1.380 3.788 -2.387 0.11 0.26 0.14
H -1.439 2.949 -0.824 0.08 0.09 -0.03
H 1.776 4.289 -2.488 -0.18 -0.05 -0.33
C -5.207 -4.500 5.221 -0.08 -0.17 0.14
C -4.942 -3.054 5.628 0.07 -0.09 -0.37
C -5.879 -2.039 4.951 0.02 0.16 0.20
O -5.576 -1.763 3.597 -0.22 -0.08 0.06
C -6.056 -2.717 2.667 0.25 0.12 -0.14
N -3.531 -2.743 5.379 -0.12 0.21 0.04
H -4.812 -4.732 4.232 0.00 0.09 -0.01
H -4.726 -5.182 5.923 0.04 0.05 -0.02
H -6.277 -4.721 5.223 0.01 0.01 -0.02
H -5.119 -2.982 6.706 -0.02 0.10 -0.02
H -5.771 -1.084 5.472 0.05 0.02 -0.06
H -6.932 -2.337 5.055 0.02 -0.12 -0.05
H -7.016 -3.143 2.973 0.03 -0.03 0.07
H -5.321 -3.511 2.521 -0.14 -0.14 -0.02
H -6.190 -2.213 1.709 0.00 0.06 0.05
H -3.327 -1.817 5.746 0.06 -0.07 0.08
H -3.413 -2.636 4.374 0.05 -0.11 0.03
```
Positions in Å, forces in eV/Å.

## Properties
Spin multiplicity: 1
Highest occupied orbital energy (Eh): -0.156
Charge: -1
E (a.u.): -2535.12658

---

Below is a 3-piece molecular cluster, C22H44BClN3O3P overall, with properties calculated with ωB97M-V/def2-TZVPD.

```
75
Properties=species:S:1:pos:R:3:forces:R:3
C -2.563 4.410 -0.644 -0.25 0.00 0.00
C -2.915 4.030 0.816 -0.10 0.00 -0.31
B -1.760 3.203 1.475 0.08 0.20 0.27
O -0.550 3.792 1.734 -0.08 -0.46 -0.20
C -1.907 1.620 1.913 -0.06 0.13 0.26
C -0.893 1.333 2.918 -0.11 -0.08 -0.13
N -0.107 1.100 3.722 0.02 -0.11 0.09
P -3.653 1.431 2.639 -0.04 -0.26 -0.13
O -3.731 -0.146 3.029 0.13 -0.03 -0.26
Cl -3.311 2.306 4.465 0.11 0.17 -0.04
C -1.676 0.715 0.622 -0.13 0.25 -0.06
C -0.651 1.411 -0.186 -0.18 -0.16 -0.01
N 0.097 1.972 -0.851 0.16 0.18 -0.03
C -2.954 0.696 -0.292 0.04 0.02 -0.18
C -3.823 -0.541 -0.181 -0.14 0.20 0.33
O -3.738 -1.442 -0.966 0.05 -0.35 -0.31
C -1.140 -0.707 0.936 0.27 0.01 0.01
C 0.388 -0.834 0.995 0.01 -0.17 0.10
N 0.788 -2.089 1.637 0.01 0.07 -0.15
H -2.235 3.549 -1.229 0.08 0.06 0.02
H -3.448 4.806 -1.147 0.07 0.08 0.04
H -1.789 5.177 -0.680 0.06 -0.11 -0.02
H -3.895 3.547 0.835 0.07 -0.04 0.04
H -3.024 4.960 1.387 0.03 -0.08 0.06
H 0.028 3.897 0.971 0.08 0.28 0.05
H -2.889 -0.588 3.193 0.02 0.03 0.34
H -2.635 0.730 -1.336 0.03 -0.04 0.07
H -3.569 1.580 -0.108 0.07 0.00 0.02
H -4.563 -0.592 0.635 0.02 0.10 0.05
H -1.514 -1.031 1.909 -0.17 0.00 -0.07
H -1.503 -1.402 0.178 -0.09 0.01 0.09
H 0.815 0.009 1.541 0.00 0.01 -0.13
H 0.779 -0.821 -0.026 -0.01 0.16 0.04
H 0.001 -2.627 1.973 0.06 0.01 0.06
H 1.425 -1.922 2.403 -0.11 -0.04 0.07
C -3.131 2.645 -4.102 0.02 -0.08 0.00
C -1.716 2.075 -4.163 -0.07 0.03 0.06
C -0.703 3.026 -4.795 0.03 0.00 0.00
C -0.998 3.403 -6.248 -0.02 0.01 0.01
C -1.105 2.219 -7.207 0.05 0.01 -0.03
C 0.177 1.399 -7.307 -0.05 -0.02 -0.01
H -3.533 2.834 -5.098 0.00 0.00 0.00
H -3.814 1.953 -3.603 -0.01 0.01 0.00
H -3.148 3.587 -3.551 0.00 0.04 -0.02
H -1.732 1.124 -4.704 0.03 0.00 0.00
H -1.375 1.842 -3.150 0.01 -0.01 -0.01
H 0.292 2.579 -4.724 0.00 0.00 -0.01
H -0.660 3.943 -4.198 -0.01 -0.01 0.01
H -0.206 4.073 -6.598 0.00 -0.01 -0.01
H -1.923 3.984 -6.296 0.00 0.00 0.01
H -1.363 2.600 -8.199 -0.02 -0.01 0.00
H -1.932 1.569 -6.909 -0.01 0.01 0.00
H 1.015 2.024 -7.623 0.01 0.00 0.02
H 0.070 0.593 -8.034 0.01 0.00 0.00
H 0.441 0.944 -6.351 0.01 0.01 0.00
C 4.018 -3.899 1.613 0.04 -0.05 0.03
C 3.597 -4.953 2.632 -0.04 0.04 -0.03
C 3.195 -4.367 3.985 0.01 -0.01 0.01
C 4.303 -3.599 4.708 -0.01 0.02 -0.02
C 5.574 -4.405 4.971 0.00 0.00 0.06
C 5.349 -5.622 5.863 0.04 0.00 -0.04
H 4.906 -3.354 1.938 0.00 0.00 0.00
H 4.251 -4.360 0.652 0.00 0.02 -0.01
H 3.213 -3.179 1.451 0.02 -0.01 -0.03
H 4.403 -5.681 2.764 -0.01 -0.01 0.02
H 2.747 -5.513 2.233 0.01 -0.01 -0.01
H 2.829 -5.173 4.627 0.01 0.01 0.01
H 2.344 -3.693 3.840 -0.01 -0.01 -0.01
H 3.909 -3.237 5.663 0.01 0.00 0.01
H 4.563 -2.705 4.134 -0.01 0.00 -0.01
H 6.308 -3.748 5.443 0.01 0.00 -0.01
H 6.018 -4.724 4.024 0.00 0.02 -0.01
H 4.923 -5.326 6.824 -0.02 -0.01 0.00
H 6.287 -6.142 6.060 0.00 0.00 0.01
H 4.668 -6.340 5.402 -0.01 0.00 0.01
```
Positions in Å, forces in eV/Å.

## Properties
Spin multiplicity: 1
Highest occupied orbital energy (Eh): -0.353
Charge: 0
E (a.u.): -2081.10522

---

Below is a 8-piece molecular cluster, C22H44BF3O7 overall at a distorted geometry, with properties calculated with ωB97M-V/def2-TZVPD.

```
77
Properties=species:S:1:pos:R:3:forces:R:3
B -1.941 0.558 2.700 -0.25 0.23 0.18
C -1.734 -0.531 1.535 -0.43 0.80 1.42
F -0.878 -1.488 1.865 0.80 -0.84 -0.01
F -2.900 -1.129 1.270 -1.00 -0.65 -0.12
F -1.340 0.023 0.402 0.70 0.42 -0.84
H -2.850 1.306 2.571 0.00 0.00 -0.14
H -1.270 0.614 3.671 0.17 -0.14 -0.13
C -4.786 -2.680 4.151 0.27 0.07 -0.02
C -4.605 -1.749 5.324 0.09 0.00 -0.04
C -5.819 -1.474 6.176 0.19 0.15 0.14
O -3.533 -1.242 5.571 -0.18 -0.10 -0.19
H -3.840 -2.790 3.625 -0.01 0.01 0.01
H -5.113 -3.661 4.500 -0.15 0.04 -0.05
H -5.528 -2.274 3.462 -0.11 -0.11 0.05
H -6.189 -2.405 6.610 -0.12 0.00 -0.11
H -6.604 -1.017 5.572 -0.08 -0.14 -0.01
H -5.551 -0.792 6.980 0.01 -0.01 -0.02
C -0.411 2.426 -4.089 -0.29 0.15 0.01
C -1.459 2.449 -3.008 -0.10 0.07 -0.10
C -1.489 1.268 -2.069 -0.25 0.27 -0.15
O -2.240 3.369 -2.892 0.04 -0.09 0.02
H -0.492 3.327 -4.693 0.02 0.00 0.02
H 0.583 2.393 -3.645 -0.11 -0.17 -0.14
H -0.560 1.554 -4.730 0.10 -0.08 0.09
H -0.538 1.186 -1.544 0.07 -0.12 -0.11
H -1.681 0.352 -2.632 0.17 -0.07 0.05
H -2.284 1.408 -1.342 -0.02 0.03 -0.01
C -5.162 -0.681 -4.031 0.23 -0.01 -0.09
C -4.524 -1.632 -3.048 0.11 0.00 -0.01
C -5.384 -2.118 -1.906 0.21 -0.13 0.07
O -3.374 -1.988 -3.167 -0.03 0.03 0.00
H -4.437 -0.411 -4.796 0.00 -0.01 0.02
H -6.021 -1.157 -4.508 -0.10 0.09 0.09
H -5.488 0.225 -3.518 -0.14 -0.05 -0.01
H -6.252 -2.654 -2.294 -0.09 0.13 0.03
H -5.719 -1.271 -1.305 -0.14 -0.01 -0.07
H -4.804 -2.790 -1.278 0.01 0.02 -0.02
C 4.534 2.229 -3.135 -0.42 0.06 -0.10
C 3.532 3.348 -3.148 -0.02 -0.12 -0.16
C 3.921 4.632 -2.458 -0.30 0.11 -0.09
O 2.450 3.226 -3.688 0.33 0.17 0.13
H 4.125 1.375 -3.665 0.09 0.00 -0.08
H 5.453 2.542 -3.633 0.10 0.00 0.18
H 4.754 1.934 -2.109 0.17 0.18 -0.18
H 4.813 5.050 -2.926 0.10 -0.06 0.13
H 4.119 4.442 -1.402 0.17 -0.01 -0.03
H 3.108 5.351 -2.542 0.01 -0.02 -0.01
C 6.320 -1.405 -1.150 -0.03 0.20 -0.22
C 6.107 -0.180 -0.296 0.00 0.04 -0.06
C 6.116 -0.372 1.200 -0.05 0.27 -0.01
O 5.934 0.910 -0.794 0.17 -0.20 0.32
H 6.288 -1.124 -2.202 -0.02 0.01 0.02
H 7.293 -1.848 -0.931 -0.07 -0.12 0.09
H 5.535 -2.137 -0.954 0.10 -0.09 0.09
H 7.080 -0.772 1.519 -0.07 -0.15 0.01
H 5.323 -1.061 1.494 0.11 -0.12 0.02
H 5.951 0.585 1.690 0.00 -0.01 -0.02
C -1.986 0.381 7.560 0.14 0.31 -0.01
C -0.533 0.762 7.429 -0.02 0.13 -0.07
C 0.442 0.074 8.355 0.18 0.14 -0.13
O -0.161 1.580 6.619 0.00 -0.07 0.05
H -2.573 0.943 6.840 0.00 -0.04 -0.03
H -2.111 -0.680 7.360 -0.05 -0.04 0.13
H -2.342 0.613 8.567 0.04 -0.15 0.04
H 0.416 -1.004 8.191 -0.09 -0.02 0.13
H 0.186 0.290 9.394 -0.06 -0.15 0.01
H 1.448 0.437 8.156 -0.02 0.01 -0.01
C 3.453 -2.193 -6.483 0.25 0.04 -0.04
C 3.625 -1.209 -5.352 0.12 0.05 0.01
C 2.390 -0.871 -4.551 0.22 0.10 0.11
O 4.706 -0.719 -5.105 -0.16 -0.08 0.04
H 4.410 -2.349 -6.976 0.00 0.02 0.02
H 3.093 -3.147 -6.096 -0.15 0.04 -0.05
H 2.738 -1.803 -7.210 -0.12 -0.10 0.06
H 1.988 -1.773 -4.088 -0.12 -0.01 -0.12
H 1.634 -0.427 -5.200 -0.08 -0.12 0.01
H 2.642 -0.157 -3.770 -0.02 0.01 0.00
```
Positions in Å, forces in eV/Å.

## Properties
Spin multiplicity: 1
Highest occupied orbital energy (Eh): -0.327
Charge: 0
E (a.u.): -1715.73604

---

| no. | frontier orbital gap (eV) |
| --- | --- |
| 1 | 6.4 |
| 2 | 9.7 |
| 3 | 8.6 |